Molecular formula: C32H32CeClNP
Method: DFT, ωB97M-V with the def2-TZVPD basis set

```
68
C32H32CeClNP, DFT ωB97M-V with the def2-TZVPD basis set
C -1.002 -1.632 2.105
C -0.812 -1.585 0.668
C 0.527 -2.064 0.403
H -1.545 -1.253 -0.099
C 1.161 -2.366 1.682
C 0.220 -2.083 2.731
H 0.390 -2.287 3.809
H -1.925 -1.399 2.637
H 0.953 -2.201 -0.590
H 2.141 -2.831 1.868
Ce 0.728 0.222 1.571
Cl 2.806 1.329 0.444
P -0.078 0.447 -3.183
C 1.166 -0.671 -3.767
C 0.936 -1.526 -4.868
H -0.009 -1.475 -5.416
C 1.942 -2.422 -5.242
H 1.773 -3.105 -6.082
C 3.161 -2.456 -4.542
H 3.935 -3.181 -4.823
C 3.393 -1.577 -3.467
H 4.349 -1.582 -2.934
C 2.400 -0.695 -3.064
H 2.547 -0.014 -2.222
C -1.737 -0.103 -3.562
C -2.063 -1.472 -3.357
H -1.282 -2.177 -3.050
C -3.371 -1.890 -3.587
H -3.605 -2.951 -3.488
C -4.354 -0.952 -3.940
H -5.386 -1.280 -4.073
C -4.038 0.406 -4.099
H -4.813 1.133 -4.358
C -2.725 0.844 -3.933
H -2.432 1.885 -4.098
C 0.256 2.138 -3.632
C 0.893 2.413 -4.860
H 1.131 1.594 -5.547
C 1.195 3.739 -5.168
H 1.695 3.970 -6.114
C 0.863 4.769 -4.274
H 1.115 5.804 -4.523
C 0.227 4.486 -3.053
H -0.050 5.286 -2.363
C -0.056 3.170 -2.708
H -0.511 2.912 -1.740
C 0.783 4.337 2.717
N 0.689 3.476 3.866
C 0.755 4.108 5.148
C 0.013 2.192 3.754
C -1.253 2.220 2.934
C -2.424 2.794 3.485
C -3.605 2.847 2.734
C -3.577 2.473 1.377
C -2.412 1.900 0.808
C -1.296 1.708 1.629
H 1.406 5.208 2.990
H -0.193 4.722 2.384
H 1.250 3.821 1.864
H -0.174 4.644 5.395
H 0.929 3.344 5.926
H 1.577 4.841 5.168
H 0.814 1.452 3.393
H -0.189 1.873 4.798
H -2.390 3.192 4.508
H -4.531 3.196 3.212
H -4.472 2.612 0.750
H -2.404 1.612 -0.253
```

Output
HOMO energy (spin up / spin down), eV: -9.452 / -9.452
Net charge: +1
Frontier orbital gap (spin up / spin down), eV: 4.22 / 4.22
F_max, Eh/bohr: 0.0635

Atomic charges from the Mulliken analysis, expressed in e, are listed below:
1. C -0.707
2. C -0.247
3. C -0.229
4. H 0.580
5. C -0.589
6. C -0.429
7. H 0.492
8. H 0.471
9. H 0.605
10. H 0.477
11. Ce 0.848
12. Cl -0.447
13. P 0.940
14. C -0.067
15. C -0.122
16. H 0.453
17. C -0.601
18. H 0.404
19. C -0.476
20. H 0.373
21. C -0.592
22. H 0.423
23. C -0.411
24. H 0.356
25. C 0.354
26. C -0.504
27. H 0.506
28. C -0.710
29. H 0.399
30. C -0.524
31. H 0.377
32. C -0.623
33. H 0.415
34. C -0.463
35. H 0.408
36. C -0.006
37. C -0.453
38. H 0.394
39. C -0.560
40. H 0.390
41. C -0.511
42. H 0.364
43. C -0.514
44. H 0.420
45. C -0.110
46. H 0.307
47. C -0.784
48. N 0.217
49. C -0.945
50. C -0.731
51. C 0.011
52. C -0.517
53. C -0.714
54. C -0.462
55. C -0.559
56. C 0.767
57. H 0.325
58. H 0.289
59. H 0.182
60. H 0.326
61. H 0.322
62. H 0.345
63. H -0.189
64. H 0.623
65. H 0.399
66. H 0.385
67. H 0.397
68. H 0.452

Molecular formula: C32H32ClO18P
Method: DFT, ωB97M-V with the def2-TZVPD basis set

```
84
C32H32ClO18P, DFT ωB97M-V with the def2-TZVPD basis set
C 0.671 3.447 -3.076
C -0.162 3.111 -1.671
C -1.811 3.031 -1.937
Cl -2.137 4.299 -3.299
P -2.316 1.254 -2.420
C -4.211 0.965 -2.270
C -5.111 1.911 -3.281
C -6.124 2.957 -2.462
C -6.023 4.508 -3.068
O -6.521 5.533 -2.138
C -5.517 5.915 -1.132
O -4.208 6.087 -1.334
H 0.684 4.625 -3.264
H 0.258 2.848 -3.997
H 1.794 3.155 -2.863
H 0.231 2.103 -1.171
H 0.039 4.046 -0.958
H -2.321 3.328 -0.914
H -1.732 0.415 -1.365
H -4.418 -0.160 -2.610
H -4.607 1.031 -1.155
H -4.366 2.461 -3.996
H -5.832 1.226 -3.939
H -7.263 2.634 -2.613
H -5.880 2.942 -1.295
H -6.718 4.502 -4.039
H -4.941 4.756 -3.464
H -5.927 6.144 -0.036
O 1.833 0.373 -3.275
C 2.941 0.214 -3.775
C 3.452 1.085 -4.845
C 4.656 0.874 -5.380
O 5.144 1.690 -6.384
C 5.523 -0.245 -4.917
O 6.617 -0.424 -5.440
C 5.022 -1.100 -3.830
C 3.819 -0.888 -3.294
O 3.344 -1.686 -2.270
H 2.811 1.893 -5.173
H 6.032 1.333 -6.603
H 5.670 -1.899 -3.492
H 2.453 -1.333 -2.055
O -2.085 0.475 1.389
C -2.646 -0.570 1.697
C -4.092 -0.637 1.962
C -4.669 -1.788 2.311
O -6.028 -1.859 2.558
C -3.876 -3.041 2.449
O -4.431 -4.080 2.790
C -2.435 -2.979 2.161
C -1.858 -1.829 1.809
O -0.504 -1.764 1.534
H -4.656 0.281 1.860
H -6.202 -2.796 2.794
H -1.873 -3.901 2.248
H -0.329 -0.825 1.305
O -0.846 -7.829 6.425
C -0.309 -6.745 6.229
C -0.375 -6.059 4.928
C 0.234 -4.887 4.743
O 0.174 -4.236 3.525
C 1.002 -4.233 5.838
O 1.567 -3.164 5.633
C 1.048 -4.906 7.146
C 0.436 -6.077 7.332
O 0.473 -6.714 8.559
H -0.935 -6.547 4.141
H 0.693 -3.411 3.644
H 1.596 -4.411 7.938
H -0.042 -7.542 8.438
O 4.254 -1.409 1.325
C 4.791 -0.325 1.129
C 4.725 0.361 -0.172
C 5.334 1.533 -0.357
O 5.274 2.184 -1.575
C 6.102 2.187 0.738
O 6.667 3.256 0.533
C 6.148 1.514 2.046
C 5.536 0.343 2.232
O 5.573 -0.294 3.459
H 4.165 -0.127 -0.959
H 5.793 3.009 -1.456
H 6.696 2.009 2.838
H 5.058 -1.122 3.338
```

Output
HOMO energy, eV: -8.472
SMILES string: CC[C@@H](Cl)PCCCCOC=O.O=C1C=C(O)C(=O)C=C1O.O=C1C=C(O)C(=O)C=C1O.O=C1C=C(O)C(=O)C=C1O.O=C1C=C(O)C(=O)C=C1O
Net charge: 0
Frontier orbital gap, eV: 6.61
F_max, Eh/bohr: 0.1659

Atomic charges from the Mulliken analysis, expressed in e, are listed below:
1. C -0.696
2. C -0.428
3. C -0.126
4. Cl -0.227
5. P -0.080
6. C -0.306
7. C -0.580
8. C -0.431
9. C -0.327
10. O -0.316
11. C 0.153
12. O -0.453
13. H 0.366
14. H 0.252
15. H 0.044
16. H 0.148
17. H 0.313
18. H 0.356
19. H -0.057
20. H 0.298
21. H 0.108
22. H 0.371
23. H 0.340
24. H 0.264
25. H 0.215
26. H 0.281
27. H 0.207
28. H 0.321
29. O -0.570
30. C 1.100
31. C -0.906
32. C 0.482
33. O -0.582
34. C 0.833
35. O -0.625
36. C -0.562
37. C -0.129
38. O -0.610
39. H 0.442
40. H 0.346
41. H 0.435
42. H 0.337
43. O -0.620
44. C 0.929
45. C -0.900
46. C 0.361
47. O -0.573
48. C 0.885
49. O -0.621
50. C -0.780
51. C 0.193
52. O -0.469
53. H 0.466
54. H 0.349
55. H 0.462
56. H 0.304
57. O -0.606
58. C 0.876
59. C -0.823
60. C 0.243
61. O -0.429
62. C 0.994
63. O -0.615
64. C -0.948
65. C 0.401
66. O -0.562
67. H 0.428
68. H 0.286
69. H 0.408
70. H 0.350
71. O -0.642
72. C 0.925
73. C -0.476
74. C 0.204
75. O -0.453
76. C 0.764
77. O -0.621
78. C -0.979
79. C 0.297
80. O -0.567
81. H 0.459
82. H 0.331
83. H 0.421
84. H 0.345

Molecular formula: C32H32IN4O2RhS2
Method: DFT, ωB97M-V with the def2-TZVPD basis set

```
74
C32H32IN4O2RhS2, DFT ωB97M-V with the def2-TZVPD basis set
Rh 0.021 0.294 -0.023
S -2.048 3.125 2.781
C -2.110 1.586 3.576
C -2.630 1.282 4.831
C -2.634 -0.040 5.226
C -2.156 -1.041 4.372
C -1.643 -0.736 3.130
C -1.587 0.599 2.741
N -1.108 1.091 1.529
C -1.343 2.368 1.397
C -1.009 3.065 0.168
C -1.448 4.364 -0.077
C -1.074 4.995 -1.248
C -0.255 4.313 -2.138
C 0.141 3.004 -1.885
C -0.235 2.306 -0.731
H -3.028 2.059 5.471
H -3.042 -0.307 6.192
H -2.203 -2.075 4.688
H -1.327 -1.503 2.443
H -2.091 4.874 0.634
H -1.409 6.001 -1.464
H 0.070 4.805 -3.048
H 0.797 2.549 -2.616
C 2.384 -0.097 -1.803
N 0.978 -0.499 -1.799
C 0.345 -0.128 -3.074
C 0.886 -1.980 -1.699
C 1.149 -2.439 -0.304
C 1.665 -3.704 -0.037
C 1.863 -4.103 1.273
C 1.566 -3.216 2.301
C 1.052 -1.956 2.014
C 0.810 -1.531 0.700
H 2.902 -0.521 -2.673
H 2.855 -0.461 -0.893
H 2.446 0.986 -1.834
H 0.760 -0.746 -3.878
H 0.527 0.911 -3.308
H -0.722 -0.284 -2.993
H 1.585 -2.423 -2.420
H -0.126 -2.254 -1.998
H 1.904 -4.379 -0.854
H 2.254 -5.089 1.493
H 1.730 -3.511 3.331
H 0.861 -1.281 2.839
I -6.863 -3.533 -4.462
C -5.493 -2.614 -3.181
C -5.903 -2.206 -1.920
C -4.989 -1.590 -1.080
C -3.677 -1.379 -1.486
C -3.285 -1.804 -2.750
C -4.187 -2.421 -3.604
C -2.735 -0.684 -0.521
O -3.157 -0.317 0.561
O -1.527 -0.566 -0.979
H -6.923 -2.366 -1.599
H -5.277 -1.257 -0.091
H -2.264 -1.655 -3.067
H -3.877 -2.748 -4.587
C 5.090 2.455 -0.423
N 3.746 2.140 0.043
C 3.317 1.203 0.895
S 1.708 1.318 1.487
N 4.049 0.161 1.292
C 5.488 -0.064 1.241
H 4.993 3.171 -1.236
H 5.592 1.577 -0.819
H 5.702 2.904 0.360
H 3.059 2.876 -0.051
H 3.518 -0.438 1.909
H 6.046 0.786 1.631
H 5.829 -0.295 0.233
H 5.701 -0.927 1.866
```

Output
Relative energy (zero: lowest compared OMol25 entry of this formula, charge and spin), kJ/mol: 48.8
HOMO energy, eV: -7.262
Net charge: 0
Frontier orbital gap, eV: 7.27
F_max, Eh/bohr: 0.0285

Atomic charges from the Mulliken analysis, expressed in e, are listed below:
1. Rh -1.029
2. S -0.443
3. C 0.726
4. C -0.666
5. C -0.604
6. C -0.944
7. C -0.213
8. C -0.748
9. N 1.078
10. C 0.191
11. C 1.129
12. C -0.838
13. C -0.889
14. C -1.012
15. C -0.036
16. C 0.323
17. H 0.415
18. H 0.397
19. H 0.422
20. H 0.545
21. H 0.407
22. H 0.398
23. H 0.451
24. H 0.100
25. C -1.298
26. N 1.143
27. C -0.953
28. C -0.947
29. C 1.087
30. C -0.766
31. C -0.809
32. C -1.086
33. C 0.432
34. C 0.133
35. H 0.341
36. H 0.373
37. H 0.163
38. H 0.323
39. H 0.295
40. H 0.056
41. H 0.508
42. H 0.315
43. H 0.442
44. H 0.391
45. H 0.488
46. H 0.697
47. I 0.058
48. C -0.004
49. C -0.567
50. C -0.567
51. C 0.379
52. C -0.134
53. C -0.789
54. C 0.166
55. O -0.674
56. O -0.038
57. H 0.377
58. H 0.486
59. H 0.321
60. H 0.385
61. C -1.058
62. N -0.037
63. C 0.287
64. S -0.532
65. N -0.021
66. C -1.141
67. H 0.355
68. H 0.353
69. H 0.338
70. H 0.264
71. H 0.241
72. H 0.367
73. H 0.319
74. H 0.379

Molecular formula: C32H32MoN3O5SSi
Method: DFT, ωB97M-V with the def2-TZVPD basis set

```
75
C32H32MoN3O5SSi, DFT ωB97M-V with the def2-TZVPD basis set
Mo -0.238 0.674 -0.432
C 4.469 1.840 5.543
C 3.242 1.880 4.680
C 3.340 1.645 3.306
C 2.220 1.664 2.500
C 0.982 1.918 3.083
C 0.851 2.160 4.443
C 1.989 2.139 5.232
S -0.437 1.933 2.078
O -1.561 2.411 2.802
O -0.073 2.562 0.779
N -0.633 0.431 1.471
C -1.078 -0.793 1.983
C -1.449 -1.098 3.260
C -1.882 -2.410 3.557
C -1.944 -3.378 2.596
C -1.575 -3.077 1.261
C -1.619 -3.997 0.190
C -1.248 -3.604 -1.067
C -0.832 -2.284 -1.285
N -0.781 -1.397 -0.306
C -1.143 -1.778 0.968
H 5.333 2.243 5.017
H 4.702 0.808 5.816
H 4.327 2.403 6.464
H 4.311 1.458 2.863
H 2.303 1.501 1.433
H -0.120 2.379 4.866
H 1.904 2.339 6.292
H -1.422 -0.346 4.038
H -2.172 -2.641 4.573
H -2.281 -4.377 2.837
H -1.952 -5.011 0.377
H -1.269 -4.284 -1.906
H -0.543 -1.946 -2.272
O -2.261 1.199 -0.917
N -2.151 1.096 -2.162
O -0.958 0.803 -2.454
C 5.356 -0.415 -2.213
C 4.327 0.114 -1.207
C 4.769 1.506 -0.727
C 4.253 -0.814 0.011
Si 2.663 0.317 -2.065
O 1.562 0.673 -0.822
C 2.603 1.785 -3.196
C 3.124 1.700 -4.491
C 3.133 2.806 -5.329
C 2.617 4.016 -4.885
C 2.097 4.118 -3.603
C 2.095 3.012 -2.765
C 2.017 -1.205 -2.951
C 1.143 -1.034 -4.032
C 0.576 -2.123 -4.682
C 0.882 -3.414 -4.270
C 1.753 -3.607 -3.205
C 2.310 -2.514 -2.556
H 6.345 -0.454 -1.747
H 5.436 0.238 -3.086
H 5.113 -1.420 -2.565
H 5.724 1.426 -0.198
H 4.044 1.951 -0.039
H 4.901 2.201 -1.558
H 5.227 -0.833 0.511
H 4.010 -1.845 -0.248
H 3.514 -0.473 0.741
H 3.520 0.760 -4.861
H 3.539 2.722 -6.328
H 2.620 4.878 -5.539
H 1.695 5.061 -3.254
H 1.697 3.118 -1.761
H 0.895 -0.036 -4.372
H -0.096 -1.965 -5.516
H 0.456 -4.264 -4.787
H 2.007 -4.611 -2.887
H 2.986 -2.697 -1.731
```

Output
Relative energy (zero: lowest compared OMol25 entry of this formula, charge and spin), kJ/mol: 2.6
HOMO energy (spin up / spin down), eV: -11.576 / -11.580
Net charge: +1
Frontier orbital gap (spin up / spin down), eV: 7.53 / 7.27
F_max, Eh/bohr: 0.0048
Spin multiplicity: 3

Atomic charges from the Mulliken analysis, expressed in e, are listed below:
1. Mo 0.041
2. C -1.502
3. C 0.767
4. C -0.827
5. C 0.312
6. C -0.195
7. C -0.613
8. C -0.795
9. S 1.670
10. O -0.657
11. O -0.701
12. N 0.377
13. C 0.708
14. C -0.729
15. C -0.874
16. C -0.913
17. C 0.823
18. C -0.656
19. C -1.204
20. C -0.225
21. N 0.430
22. C 0.127
23. H 0.375
24. H 0.308
25. H 0.395
26. H 0.491
27. H -0.003
28. H 0.561
29. H 0.405
30. H 0.512
31. H 0.411
32. H 0.440
33. H 0.465
34. H 0.521
35. H 0.987
36. O -0.307
37. N 0.302
38. O -0.377
39. C -1.897
40. C 2.150
41. C -1.800
42. C -1.488
43. Si -1.782
44. O 1.185
45. C 0.746
46. C 0.013
47. C -0.805
48. C -0.528
49. C -0.876
50. C -0.054
51. C 1.102
52. C -0.432
53. C -0.824
54. C -0.494
55. C -0.973
56. C -0.139
57. H 0.523
58. H 0.361
59. H 0.308
60. H 0.557
61. H 0.263
62. H 0.359
63. H 0.498
64. H 0.257
65. H 0.063
66. H 0.435
67. H 0.426
68. H 0.402
69. H 0.444
70. H 0.260
71. H 0.383
72. H 0.443
73. H 0.444
74. H 0.466
75. H 0.153

no.,DFT total energy (Eh)
1,-2569.68875
2,-3394.20591
3,-2812.76089
4,-2534.81451